No. 1
The following is a DFT calculation (ωB97M-V/def2-TZVPD) of a 15-piece molecular cluster, C86H198O43S2 overall in a non-equilibrium geometry.

Each line ends with the Löwdin charge.
CARTESIAN COORDINATES (ANGSTROEM)
C: 1.817 -1.327 5.277  -0.182
C: 1.314 -0.935 6.745  -0.167
C: 1.903 -2.104 7.559  -0.260
S: 3.529 -2.489 7.041  0.648
O: 3.709 -3.920 6.890  -0.329
O: 4.492 -1.732 7.795  -0.327
C: 3.331 -1.642 5.447  -0.209
H: 1.515 -0.643 4.541  0.063
H: 1.332 -2.260 5.020  0.093
H: 0.241 -0.880 6.936  0.103
H: 1.716 0.067 7.128  0.125
H: 1.338 -3.023 7.258  0.124
H: 1.931 -1.951 8.598  0.088
H: 3.706 -2.164 4.556  0.094
H: 3.935 -0.714 5.577  0.087
C: -7.115 2.361 -4.166  -0.141
C: -5.859 2.079 -5.062  -0.189
C: -5.230 3.401 -5.405  -0.251
S: -5.043 4.211 -3.891  0.749
O: -4.955 5.711 -3.917  -0.346
O: -3.911 3.495 -3.248  -0.355
C: -6.559 3.425 -3.251  -0.219
H: -7.525 1.500 -3.644  0.115
H: -7.866 2.795 -4.815  0.099
H: -6.052 1.450 -5.901  0.110
H: -5.082 1.565 -4.504  0.080
H: -5.870 4.070 -6.020  0.124
H: -4.281 3.414 -5.922  0.090
H: -7.249 4.141 -2.841  0.077
H: -6.189 2.929 -2.358  0.059
C: -3.364 -0.019 -7.206  -0.180
O: -3.230 0.971 -6.303  -0.183
C: -1.794 1.307 -6.142  -0.124
C: -1.656 2.578 -5.360  -0.181
O: -2.022 3.743 -6.117  -0.142
C: -1.958 4.977 -5.406  -0.166
C: -1.554 6.133 -6.311  -0.219
O: -0.202 6.122 -6.611  -0.208
C: 0.230 7.279 -7.337  -0.081
H: -2.658 -0.854 -7.003  0.093
H: -3.249 0.248 -8.266  0.092
H: -4.376 -0.455 -7.120  0.094
H: -1.313 1.500 -7.063  0.117
H: -1.238 0.483 -5.624  0.114
H: -0.695 2.799 -4.904  0.105
H: -2.323 2.407 -4.525  0.093
H: -1.251 4.784 -4.561  0.137
H: -2.960 5.163 -4.945  0.087
H: -1.771 7.034 -5.741  0.125
H: -2.170 6.100 -7.245  0.144
H: 1.309 7.173 -7.250  0.088
H: -0.032 8.232 -6.917  0.078
H: -0.126 7.242 -8.387  0.097
C: 1.282 -11.566 3.472  -0.119
O: 2.071 -11.294 2.357  -0.202
C: 3.389 -11.010 2.742  -0.207
C: 4.093 -10.508 1.466  -0.168
O: 5.024 -9.514 1.891  -0.125
C: 5.979 -9.012 1.030  -0.212
C: 5.555 -7.921 0.019  -0.202
O: 4.666 -8.428 -0.972  -0.194
C: 4.102 -7.384 -1.763  -0.090
H: 1.467 -10.772 4.210  0.087
H: 1.338 -12.553 3.918  0.089
H: 0.282 -11.279 3.097  0.096
H: 3.985 -11.882 3.090  0.138
H: 3.362 -10.197 3.491  0.122
H: 3.435 -10.199 0.688  0.105
H: 4.544 -11.399 1.054  0.121
H: 6.466 -9.781 0.385  0.135
H: 6.823 -8.534 1.588  0.135
H: 6.509 -7.586 -0.457  0.126
H: 5.086 -7.038 0.534  0.125
H: 4.943 -6.927 -2.284  0.076
H: 3.642 -6.576 -1.223  0.050
H: 3.379 -7.845 -2.488  0.108
C: -4.181 11.560 0.248  -0.124
O: -4.483 10.413 -0.507  -0.186
C: -5.274 9.521 0.264  -0.206
C: -5.108 8.137 -0.262  -0.199
O: -4.089 7.369 0.339  -0.129
C: -3.903 6.152 -0.298  -0.210
C: -2.812 6.225 -1.364  -0.148
O: -1.454 6.336 -0.807  -0.195
C: -1.044 7.646 -0.571  -0.128
H: -5.146 12.081 0.447  0.099
H: -3.512 12.167 -0.371  0.089
H: -3.615 11.325 1.153  0.086
H: -6.301 9.855 0.187  0.122
H: -4.984 9.513 1.357  0.147
H: -5.063 8.095 -1.355  0.140
H: -6.025 7.636 0.001  0.101
H: -4.834 5.662 -0.704  0.126
H: -3.558 5.525 0.541  0.131
H: -3.056 7.052 -2.071  0.132
H: -2.805 5.308 -1.949  0.087
H: -0.025 7.594 -0.251  0.071
H: -1.681 8.153 0.168  0.087
H: -1.073 8.249 -1.474  0.084
C: -1.867 -1.287 4.325  -0.124
O: -1.041 -0.201 4.133  -0.207
C: -1.800 1.014 3.946  -0.165
C: -0.967 2.214 4.370  -0.184
O: -1.720 3.382 4.188  -0.143
C: -1.057 4.586 4.581  -0.169
C: -2.093 5.691 4.544  -0.170
O: -2.920 5.442 5.703  -0.191
C: -4.227 4.928 5.388  -0.100
H: -2.429 -1.616 3.415  0.081
H: -2.555 -1.265 5.190  0.101
H: -1.123 -2.059 4.532  0.081
H: -2.665 0.966 4.621  0.122
H: -2.149 0.978 2.929  0.109
H: -0.100 2.304 3.682  0.128
H: -0.657 2.041 5.412  0.138
H: -0.203 4.748 3.948  0.115
H: -0.676 4.519 5.613  0.134
H: -2.621 5.699 3.620  0.106
H: -1.766 6.721 4.613  0.123
H: -4.676 4.579 6.314  0.079
H: -4.165 4.110 4.657  0.072
H: -4.908 5.729 5.012  0.089
C: 5.290 -2.484 1.649  -0.060
O: 5.046 -1.458 2.651  -0.195
C: 6.150 -0.648 2.984  -0.187
C: 6.892 -1.243 4.200  -0.212
O: 7.541 -2.447 3.922  -0.106
C: 7.978 -3.076 5.136  -0.188
C: 9.115 -2.355 5.774  -0.208
O: 10.135 -1.887 4.856  -0.198
C: 10.895 -2.941 4.233  -0.103
H: 6.292 -2.839 1.691  0.074
H: 5.141 -2.192 0.595  0.084
H: 4.679 -3.316 1.839  0.047
H: 5.700 0.345 3.277  0.120
H: 6.864 -0.492 2.159  0.132
H: 6.046 -1.278 4.921  0.116
H: 7.510 -0.464 4.593  0.117
H: 8.189 -4.083 4.808  0.122
H: 7.218 -3.125 5.936  0.135
H: 9.482 -3.076 6.552  0.137
H: 8.911 -1.376 6.249  0.132
H: 10.605 -2.976 3.164  0.089
H: 10.639 -3.969 4.572  0.085
H: 11.967 -2.754 4.439  0.089
C: 4.304 2.896 6.445  -0.127
O: 3.891 3.266 5.183  -0.145
C: 3.406 2.138 4.513  -0.216
C: 3.087 2.340 3.020  -0.196
O: 4.298 2.430 2.345  -0.138
C: 4.169 2.595 0.916  -0.156
C: 4.301 4.056 0.427  -0.172
O: 3.302 4.979 0.949  -0.202
C: 2.094 4.967 0.133  -0.060
H: 4.389 3.790 7.031  0.086
H: 5.240 2.328 6.355  0.099
H: 3.577 2.278 6.975  0.081
H: 2.525 1.658 4.980  0.115
H: 4.205 1.354 4.517  0.110
H: 2.408 3.186 2.769  0.133
H: 2.584 1.354 2.765  0.124
H: 3.191 2.197 0.604  0.110
H: 4.928 1.937 0.397  0.136
H: 4.318 4.062 -0.677  0.116
H: 5.214 4.505 0.767  0.115
H: 1.234 5.203 0.799  0.099
H: 1.964 3.909 -0.150  0.065
H: 2.236 5.635 -0.675  0.061
C: 1.794 6.445 -3.991  -0.075
O: 2.845 5.946 -4.854  -0.191
C: 3.099 4.560 -4.660  -0.183
C: 1.885 3.595 -4.892  -0.125
O: 1.242 3.345 -3.600  -0.163
C: 1.862 2.354 -2.808  -0.197
C: 1.315 0.979 -3.027  -0.192
O: 1.775 0.437 -4.249  -0.176
C: 1.249 -0.802 -4.456  -0.137
H: 1.908 7.532 -3.876  0.091
H: 1.814 5.998 -2.993  0.070
H: 0.814 6.266 -4.462  0.071
H: 3.507 4.425 -3.635  0.117
H: 3.857 4.299 -5.411  0.122
H: 2.329 2.688 -5.339  0.122
H: 1.188 3.999 -5.585  0.102
H: 1.502 2.499 -1.811  0.085
H: 2.959 2.476 -2.855  0.129
H: 0.217 0.978 -3.115  0.126
H: 1.692 0.394 -2.150  0.121
H: 0.320 -0.712 -5.104  0.090
H: 0.899 -1.308 -3.611  0.056
H: 2.044 -1.366 -4.937  0.096
C: -6.691 0.398 -0.861  -0.119
O: -5.765 -0.039 -1.799  -0.159
C: -4.502 0.642 -1.620  -0.166
C: -3.554 0.080 -2.639  -0.147
O: -3.410 -1.321 -2.301  -0.140
C: -2.504 -1.943 -3.122  -0.210
C: -2.257 -3.300 -2.406  -0.143
O: -1.906 -4.411 -3.276  -0.208
C: -0.521 -4.751 -3.481  -0.076
H: -7.578 -0.170 -0.959  0.083
H: -7.038 1.447 -1.110  0.094
H: -6.243 0.328 0.142  0.062
H: -4.118 0.403 -0.644  0.102
H: -4.626 1.720 -1.797  0.099
H: -2.576 0.566 -2.582  0.100
H: -3.937 0.105 -3.664  0.120
H: -1.508 -1.415 -3.133  0.118
H: -2.819 -1.989 -4.142  0.120
H: -3.191 -3.563 -1.910  0.119
H: -1.422 -3.190 -1.693  0.111
H: -0.121 -4.712 -2.455  0.076
H: -0.065 -4.080 -4.183  0.067
H: -0.406 -5.716 -3.987  0.089
C: 8.004 -5.531 -4.451  -0.096
O: 8.684 -5.663 -3.215  -0.194
C: 8.654 -4.695 -2.224  -0.232
C: 8.466 -3.253 -2.642  -0.251
O: 7.162 -3.050 -3.081  -0.162
C: 6.873 -1.670 -3.462  -0.139
C: 5.437 -1.630 -4.023  -0.219
O: 4.435 -1.748 -3.072  -0.162
C: 4.350 -0.609 -2.248  -0.100
H: 6.934 -5.725 -4.260  0.091
H: 8.463 -6.162 -5.232  0.093
H: 8.130 -4.529 -4.902  0.079
H: 9.604 -4.895 -1.634  0.143
H: 7.788 -4.975 -1.522  0.135
H: 9.172 -3.067 -3.497  0.132
H: 8.756 -2.501 -1.794  0.156
H: 7.546 -1.405 -4.291  0.129
H: 6.932 -0.891 -2.662  0.127
H: 5.253 -2.382 -4.743  0.121
H: 5.400 -0.688 -4.505  0.106
H: 3.434 -0.664 -1.693  0.063
H: 4.405 0.357 -2.852  0.117
H: 5.152 -0.599 -1.531  0.067
C: -5.893 3.349 0.835  -0.115
O: -6.620 4.146 -0.107  -0.222
C: -7.843 4.598 0.515  -0.153
C: -8.354 5.588 -0.465  -0.217
O: -9.008 4.945 -1.526  -0.124
C: -9.742 5.859 -2.345  -0.188
C: -10.161 5.271 -3.656  -0.217
O: -9.077 5.006 -4.496  -0.208
C: -8.680 6.091 -5.367  -0.061
H: -5.017 2.839 0.420  0.087
H: -6.560 2.579 1.291  0.078
H: -5.581 3.956 1.701  0.088
H: -7.638 4.984 1.506  0.132
H: -8.482 3.739 0.437  0.128
H: -7.544 6.245 -0.797  0.117
H: -9.065 6.309 -0.049  0.130
H: -9.155 6.748 -2.457  0.115
H: -10.625 6.277 -1.831  0.134
H: -10.945 5.899 -4.130  0.136
H: -10.687 4.337 -3.515  0.128
H: -9.209 5.992 -6.323  0.080
H: -7.605 5.912 -5.590  0.084
H: -8.962 7.107 -4.965  0.105
C: 2.422 -3.873 -0.335  -0.070
O: 1.241 -3.724 0.466  -0.163
C: 1.421 -2.787 1.515  -0.194
C: 1.695 -1.324 1.168  -0.163
O: 0.778 -0.818 0.195  -0.122
C: -0.342 -0.194 0.861  -0.151
C: -1.099 0.660 -0.114  -0.198
O: -0.377 1.848 -0.323  -0.164
C: -1.189 2.746 -1.091  -0.075
H: 2.384 -4.880 -0.767  0.073
H: 3.303 -3.753 0.209  0.040
H: 2.498 -3.173 -1.168  0.088
H: 2.179 -3.103 2.196  0.097
H: 0.513 -2.874 2.107  0.108
H: 2.641 -1.234 0.659  0.103
H: 1.770 -0.738 2.089  0.108
H: 0.084 0.394 1.656  0.106
H: -0.936 -0.945 1.333  0.111
H: -2.129 0.902 0.252  0.127
H: -1.243 0.069 -1.009  0.109
H: -2.191 2.952 -0.619  0.108
H: -1.345 2.369 -2.083  0.058
H: -0.673 3.671 -1.238  0.075
C: -0.298 -6.710 -0.357  -0.062
O: -0.515 -7.797 0.590  -0.170
C: 0.597 -8.585 0.764  -0.242
C: 1.417 -8.117 1.917  -0.149
O: 2.013 -6.819 1.601  -0.163
C: 2.912 -6.276 2.563  -0.160
C: 2.232 -5.948 3.939  -0.156
O: 1.258 -4.913 3.725  -0.181
C: -0.053 -5.456 3.570  -0.085
H: -0.224 -7.105 -1.363  0.081
H: 0.557 -6.122 0.006  0.068
H: -1.212 -6.052 -0.426  0.088
H: 1.269 -8.683 -0.130  0.146
H: 0.255 -9.576 0.954  0.113
H: 2.267 -8.811 2.052  0.107
H: 0.796 -8.070 2.809  0.118
H: 3.233 -5.376 2.034  0.105
H: 3.751 -6.949 2.821  0.122
H: 2.984 -5.644 4.655  0.105
H: 1.810 -6.903 4.398  0.135
H: -0.745 -4.630 3.656  0.070
H: -0.380 -6.119 4.307  0.077
H: -0.216 -5.851 2.584  0.077
C: -3.874 -6.676 3.130  -0.125
O: -3.444 -5.402 2.889  -0.189
C: -3.085 -5.078 1.554  -0.173
C: -2.432 -3.673 1.378  -0.166
O: -3.141 -2.594 1.921  -0.151
C: -4.352 -2.434 1.215  -0.183
C: -5.168 -1.367 1.863  -0.255
O: -4.494 -0.198 2.019  -0.161
C: -5.180 0.612 2.914  -0.133
H: -4.253 -6.703 4.154  0.102
H: -3.073 -7.352 3.010  0.069
H: -4.581 -6.967 2.376  0.084
H: -3.937 -5.192 0.843  0.129
H: -2.308 -5.858 1.330  0.108
H: -2.177 -3.547 0.300  0.119
H: -1.529 -3.653 1.973  0.091
H: -5.035 -3.310 1.203  0.141
H: -4.127 -2.222 0.184  0.116
H: -5.457 -1.825 2.839  0.148
H: -6.098 -1.192 1.244  0.131
H: -5.141 0.305 3.961  0.095
H: -6.216 0.792 2.703  0.074
H: -4.729 1.638 2.894  0.098

The total charge is 0. The HOMO-LUMO gap is 9.4 eV.

No. 2
The following is a DFT calculation (ωB97M-V/def2-TZVPD) of one molecule with the formula C22H25N3O6S in a non-equilibrium geometry.

Each line ends with the natural charge from an NBO analysis.
CARTESIAN COORDINATES (ANGSTROEM)
C: -2.421 -4.578 1.159  -0.418
N: -2.509 -3.144 1.039  -0.618
C: -1.470 -2.398 0.661  0.794
O: -0.362 -2.791 0.373  -0.657
N: -1.727 -1.003 0.601  -0.657
C: -2.848 -0.320 0.934  0.684
O: -3.882 -0.823 1.316  -0.611
C: -2.717 1.197 0.735  -0.032
C: -3.454 1.533 -0.544  0.029
C: -2.768 1.662 -1.744  -0.227
C: -3.462 1.943 -2.908  -0.203
C: -4.839 2.079 -2.882  -0.211
C: -5.525 1.938 -1.686  -0.189
C: -4.836 1.667 -0.518  -0.228
H: -5.365 1.551 0.415  0.225
H: -6.599 2.042 -1.662  0.215
H: -5.379 2.294 -3.792  0.216
H: -2.923 2.051 -3.837  0.218
H: -1.694 1.559 -1.765  0.219
H: -3.185 1.703 1.589  0.254
O: -1.345 1.564 0.658  -0.529
C: -0.856 2.407 1.583  0.802
O: -1.518 2.914 2.450  -0.572
C: 0.606 2.602 1.405  -0.180
C: 1.313 1.953 0.397  -0.170
C: 2.674 2.139 0.302  -0.248
C: 3.354 2.965 1.177  -0.176
C: 2.650 3.621 2.177  -0.220
C: 1.284 3.439 2.292  -0.130
H: 0.717 3.934 3.066  0.240
H: 3.168 4.272 2.865  0.226
H: 4.421 3.077 1.059  0.246
S: 3.522 1.275 -1.025  2.307
O: 4.937 1.468 -0.873  -0.942
O: 2.913 1.660 -2.264  -0.936
N: 3.060 -0.300 -0.693  -0.676
C: 3.142 -1.187 -1.841  -0.233
C: 2.505 -2.530 -1.502  -0.413
C: 3.208 -3.144 -0.296  -0.396
C: 3.124 -2.165 0.871  -0.411
C: 3.742 -0.827 0.472  -0.233
H: 3.634 -0.091 1.272  0.209
H: 4.814 -0.950 0.262  0.191
H: 3.647 -2.555 1.745  0.212
H: 2.074 -2.019 1.126  0.222
H: 2.728 -4.084 -0.025  0.217
H: 4.255 -3.346 -0.536  0.192
H: 1.452 -2.391 -1.254  0.230
H: 2.577 -3.189 -2.368  0.212
H: 2.623 -0.688 -2.660  0.233
H: 4.193 -1.336 -2.133  0.178
H: 0.830 1.310 -0.320  0.244
H: -0.926 -0.459 0.300  0.432
H: -3.380 -2.675 1.266  0.436
H: -3.143 -5.059 0.496  0.200
H: -2.619 -4.888 2.186  0.199
H: -1.414 -4.880 0.877  0.235

The total charge is 0. The structure (SMILES) is CNC(=O)NC(=O)[C@@H](OC(=O)c1cccc(S(=O)(=O)N2CCCCC2)c1)c1ccccc1. The HOMO-LUMO gap is 9.5 eV. The energy relative to the best compared isomer or geometry (same formula, charge and spin) comes out at 0.3170 eV.

Copy entry 2 word for word.
The following is a DFT calculation (ωB97M-V/def2-TZVPD) of one molecule with the formula C22H25N3O6S in a non-equilibrium geometry.

Each line ends with the natural charge from an NBO analysis.
CARTESIAN COORDINATES (ANGSTROEM)
C: -2.421 -4.578 1.159  -0.418
N: -2.509 -3.144 1.039  -0.618
C: -1.470 -2.398 0.661  0.794
O: -0.362 -2.791 0.373  -0.657
N: -1.727 -1.003 0.601  -0.657
C: -2.848 -0.320 0.934  0.684
O: -3.882 -0.823 1.316  -0.611
C: -2.717 1.197 0.735  -0.032
C: -3.454 1.533 -0.544  0.029
C: -2.768 1.662 -1.744  -0.227
C: -3.462 1.943 -2.908  -0.203
C: -4.839 2.079 -2.882  -0.211
C: -5.525 1.938 -1.686  -0.189
C: -4.836 1.667 -0.518  -0.228
H: -5.365 1.551 0.415  0.225
H: -6.599 2.042 -1.662  0.215
H: -5.379 2.294 -3.792  0.216
H: -2.923 2.051 -3.837  0.218
H: -1.694 1.559 -1.765  0.219
H: -3.185 1.703 1.589  0.254
O: -1.345 1.564 0.658  -0.529
C: -0.856 2.407 1.583  0.802
O: -1.518 2.914 2.450  -0.572
C: 0.606 2.602 1.405  -0.180
C: 1.313 1.953 0.397  -0.170
C: 2.674 2.139 0.302  -0.248
C: 3.354 2.965 1.177  -0.176
C: 2.650 3.621 2.177  -0.220
C: 1.284 3.439 2.292  -0.130
H: 0.717 3.934 3.066  0.240
H: 3.168 4.272 2.865  0.226
H: 4.421 3.077 1.059  0.246
S: 3.522 1.275 -1.025  2.307
O: 4.937 1.468 -0.873  -0.942
O: 2.913 1.660 -2.264  -0.936
N: 3.060 -0.300 -0.693  -0.676
C: 3.142 -1.187 -1.841  -0.233
C: 2.505 -2.530 -1.502  -0.413
C: 3.208 -3.144 -0.296  -0.396
C: 3.124 -2.165 0.871  -0.411
C: 3.742 -0.827 0.472  -0.233
H: 3.634 -0.091 1.272  0.209
H: 4.814 -0.950 0.262  0.191
H: 3.647 -2.555 1.745  0.212
H: 2.074 -2.019 1.126  0.222
H: 2.728 -4.084 -0.025  0.217
H: 4.255 -3.346 -0.536  0.192
H: 1.452 -2.391 -1.254  0.230
H: 2.577 -3.189 -2.368  0.212
H: 2.623 -0.688 -2.660  0.233
H: 4.193 -1.336 -2.133  0.178
H: 0.830 1.310 -0.320  0.244
H: -0.926 -0.459 0.300  0.432
H: -3.380 -2.675 1.266  0.436
H: -3.143 -5.059 0.496  0.200
H: -2.619 -4.888 2.186  0.199
H: -1.414 -4.880 0.877  0.235

The total charge is 0. The structure (SMILES) is CNC(=O)NC(=O)[C@@H](OC(=O)c1cccc(S(=O)(=O)N2CCCCC2)c1)c1ccccc1. The HOMO-LUMO gap is 9.5 eV. The energy relative to the best compared isomer or geometry (same formula, charge and spin) comes out at 0.3170 eV.

- Number 1 is which compound?
  C86H198O43S2

- Look up the total charge of the first one.
  0